The following is a quantum chemistry calculation of CH7N3O3 as an isolated structure, from the Open Molecules 2025 dataset.

Last column: Löwdin charge in e.
CARTESIAN COORDINATES (ANGSTROEM)
N (-0.589, 0.412, -0.507)  -0.24
N (-1.007, -0.443, -1.557)  0.02
N (-1.507, 0.338, 0.571)  0.03
H (0.210, 1.219, -0.820)  0.19
H (-2.008, -0.329, -1.688)  0.07
H (-0.830, -1.409, -1.283)  0.07
H (-1.854, 1.263, 0.817)  0.08
H (-1.127, -0.012, 1.451)  0.07
C (1.250, 0.007, 0.100)  -0.67
O (1.243, 0.097, 1.477)  0.06
O (1.411, -1.306, -0.247)  0.10
O (1.736, 0.991, -0.564)  -0.05
H (1.447, -1.800, 0.586)  0.12
H (1.624, 0.970, 1.664)  0.13

Results
Charge: 0
Highest occupied orbital energy, eV: -9.288
Frontier orbital gap, eV: 9.80

---

The following is a quantum chemistry calculation of a 2-piece molecular cluster, CH7N3S overall, from the Open Molecules 2025 dataset.

Last column: Löwdin charge in e.
CARTESIAN COORDINATES (ANGSTROEM)
C (1.941, 0.723, 0.233)  0.02
N (-1.113, 0.601, -1.010)  -0.01
N (-0.479, -1.242, -0.028)  -0.47
N (-0.074, -0.326, -0.845)  -0.18
S (-1.218, -0.984, 1.593)  0.64
H (2.360, 0.151, -0.613)  -0.01
H (1.693, 1.827, 0.102)  0.02
H (1.991, 0.182, 1.104)  -0.06
H (-0.897, 1.208, -1.769)  0.07
H (-1.631, 0.772, -0.089)  0.05
H (0.004, -2.070, 0.236)  0.03
H (-2.578, -0.842, 1.086)  -0.10

Results
Charge: 0
Highest occupied orbital energy (alpha / beta), eV: -7.931 / -7.022
Frontier orbital gap (alpha / beta), eV: 8.43 / 7.68

---

The following is a quantum chemistry calculation of a 2-piece molecular cluster, CH7N3S2 overall, from the Open Molecules 2025 dataset.

Last column: Löwdin charge in e.
CARTESIAN COORDINATES (ANGSTROEM)
N (1.469, 1.999, 1.662)  0.07
C (1.158, 1.340, 0.570)  -0.61
N (0.651, 0.058, 0.462)  0.11
N (1.209, 1.963, -0.683)  0.09
H (1.453, 1.355, 2.462)  0.02
H (0.255, -0.285, 1.317)  0.09
H (0.118, -0.135, -0.373)  0.06
H (0.376, 1.818, -1.286)  0.10
H (1.626, 2.854, -0.726)  0.07
S (-1.488, -2.554, -1.735)  0.21
S (-2.632, -2.954, 0.038)  0.21
H (-1.558, -3.846, -2.075)  -0.22
H (-2.636, -1.614, 0.366)  -0.20

Results
Charge: 0
Highest occupied orbital energy, eV: -8.963
SMILES: N=C(N)N.SS
Frontier orbital gap, eV: 8.72

---

The following is a quantum chemistry calculation of a 2-piece molecular cluster, CH7N4 overall, from the Open Molecules 2025 dataset.

Last column: Löwdin charge in e.
CARTESIAN COORDINATES (ANGSTROEM)
C (1.239, -1.398, 0.575)  -0.24
N (1.745, -2.322, 1.235)  0.22
N (-0.730, -0.579, -0.720)  -0.03
N (0.564, -0.551, -0.019)  -0.06
N (-0.616, 1.957, -0.061)  0.24
H (0.195, 2.437, -0.644)  0.20
H (2.328, -3.114, 1.370)  0.08
H (-1.554, -1.099, -0.205)  0.16
H (-0.451, -1.061, -1.616)  0.13
H (-0.664, 0.976, -0.350)  -0.01
H (-0.474, 2.308, 0.832)  0.09
H (-1.581, 2.445, -0.398)  0.22

Results
Charge: +1
Highest occupied orbital energy, eV: -13.654
Frontier orbital gap, eV: 10.00

---

Listing total energy for the structures above in their given order: -432.1849, -604.5268, -1002.9270, -260.9709 Ha.
Listing relative energy (zero: lowest compared OMol25 entry of this formula, charge and spin) for the structures above in their given order: 208.2, 560.2, 65.7, 141.7 kJ/mol.